DFT (wB97M-V/def2-TZVPD) results for one molecule with the formula C21H28N4OS in a non-equilibrium geometry.

Geometry as ORCA input:
```
! RIJCOSX wB97M-V def2-TZVPD def2/J DEFGRID3
* xyz 0 1
C 5.0795 1.8679 -1.0447
H 5.9558 1.3784 -1.4594
H 5.2461 2.9424 -1.0630
H 4.2267 1.6503 -1.6826
C 4.8105 1.4109 0.4008
N 4.7988 -0.0208 0.6292
C 6.0762 -0.6778 0.4624
C 7.0967 -0.0890 1.4342
C 7.2049 1.4159 1.2223
C 5.8208 2.0362 1.3747
H 5.8644 3.1148 1.2141
H 5.4682 1.8574 2.3921
H 7.6020 1.6230 0.2269
H 7.8905 1.8523 1.9518
H 8.0647 -0.5716 1.2868
H 6.7648 -0.2851 2.4549
H 6.4712 -0.5985 -0.5656
H 5.9342 -1.7395 0.6814
C 3.6543 -0.7713 0.1750
H 2.7657 -0.1574 0.3427
C 3.6616 -1.2566 -1.2866
C 2.4097 -2.0755 -1.6005
N 1.2061 -1.2915 -1.4868
C 0.2373 -1.5488 -0.5835
O 0.2503 -2.4985 0.1806
C -0.8687 -0.5742 -0.6280
N -0.8552 0.5006 -1.4164
N -1.9991 1.1425 -1.2182
C -2.7796 0.5081 -0.3055
C -2.0708 -0.6186 0.0962
C -2.5776 -1.6122 1.0623
H -2.0765 -2.5712 0.9450
H -2.4736 -1.2713 2.0958
S -4.3599 -1.8824 0.7406
C -4.9274 -0.2131 0.6178
C -6.2444 0.0370 0.9797
C -6.7614 1.3164 0.9138
C -5.9520 2.3656 0.5093
C -4.6456 2.1238 0.1283
C -4.1178 0.8341 0.1401
H -4.0204 2.9528 -0.1622
H -6.3376 3.3738 0.4882
H -7.7868 1.4974 1.1982
H -6.8531 -0.7866 1.3197
C -2.2774 2.3088 -2.0058
H -3.3119 2.2947 -2.3489
H -2.0930 3.2232 -1.4367
H -1.6054 2.2916 -2.8625
H 1.1066 -0.4586 -2.0470
H 2.4811 -2.4862 -2.6149
H 2.3060 -2.9008 -0.8915
H 4.5362 -1.8849 -1.4597
H 3.7147 -0.4082 -1.9702
H 3.5679 -1.6554 0.8187
H 3.8129 1.7763 0.6794
*
```

* LUMO energy: 0.022 Ha
* HOMO energy: -7.975 eV
* structure (SMILES): C[C@@H]1CCCCN1CCCNC(=O)c1nn(C)c2c1CSc1ccccc1-2

***

DFT (wB97M-V/def2-TZVPD) results for C21H29AuCl5N2Si3 as an isolated structure in a non-equilibrium geometry.

Geometry as ORCA input:
```
! RIJCOSX wB97M-V def2-TZVPD def2/J DEFGRID3
* xyz 1 1
Au -0.0659 0.6075 -0.2403
Cl 1.9587 2.4865 -1.8312
C 1.3015 1.2131 -2.8021
C 0.2693 0.4630 -2.2600
C -0.3918 -0.4114 -3.1089
Cl -1.8396 -1.1546 -2.5618
C 0.0759 -0.6868 -4.3954
Cl -0.6720 -1.8923 -5.3567
C 1.1976 -0.0042 -4.8713
Cl 1.8080 -0.3335 -6.4337
C 1.7911 0.9876 -4.0858
Cl 3.1080 1.8997 -4.6852
C 1.2446 -4.5502 1.4226
Si 0.3064 -2.9398 0.9727
C -0.9577 -3.4430 -0.3677
C -0.8058 -2.3909 2.4349
C 1.6166 -1.5950 0.6250
Si 2.9918 -2.0249 -0.6551
C 4.3385 -3.0973 0.1854
C 2.1579 -2.9419 -2.0985
C 3.8966 -0.4748 -1.2905
Si 2.2410 -0.6081 2.1077
C 3.6659 0.6453 1.9592
C 2.7090 -1.7776 3.5479
C 0.8034 0.4982 2.7370
C 0.7933 0.8509 4.0814
C -0.1949 1.6731 4.5879
C -1.1724 2.1302 3.7178
C -1.1048 1.7407 2.3950
N -0.1418 0.9557 1.9133
H 0.5573 -5.2996 1.8012
H 2.0031 -4.3876 2.1781
H 1.7290 -4.9682 0.5476
H -1.3631 -4.4231 -0.1414
H -0.5145 -3.4992 -1.3516
H -1.7933 -2.7530 -0.4012
H -1.4790 -3.1995 2.6971
H -1.4110 -1.5321 2.1697
H -0.2354 -2.1358 3.3181
H 3.9399 -4.0224 0.5819
H 4.8098 -2.5595 1.0010
H 5.1166 -3.3538 -0.5275
H 1.9513 -3.9767 -1.8503
H 2.7908 -2.9402 -2.9799
H 1.2237 -2.4643 -2.3707
H 4.6380 -0.1169 -0.5868
H 3.2053 0.3308 -1.4840
H 4.4161 -0.6948 -2.2169
H 4.6063 0.1525 1.7389
H 3.7933 1.1700 2.9036
H 3.4897 1.3930 1.1931
H 3.5028 -2.4470 3.2377
H 1.8758 -2.3868 3.8780
H 3.0767 -1.2257 4.4068
H 1.5666 0.4748 4.7309
H -0.2073 1.9459 5.6317
H -1.9656 2.7745 4.0603
H -1.8531 2.0651 1.6849
N -2.5087 2.3270 -1.3147
C -2.0502 1.5933 -0.5434
H -2.8789 2.9506 -2.0023
*
```

* LUMO energy: -0.207 Ha
* HOMO energy: -11.404 eV

***

DFT (wB97M-V/def2-TZVPD) results for C21H29AuF9NO3P2 as an isolated structure in a non-equilibrium geometry.

Geometry as ORCA input:
```
! RIJCOSX wB97M-V def2-TZVPD def2/J DEFGRID3
* xyz 0 3
C -0.9180 3.3048 -2.5551
C -0.9771 2.2372 -1.6601
N 0.1296 1.7942 -1.0195
C 1.3359 2.2975 -1.3555
C 1.4419 3.3828 -2.2273
C 0.3047 3.9095 -2.8275
C -2.3146 1.6918 -1.2332
P -2.2331 0.1778 -0.2372
Au -0.0491 0.0770 0.4564
P 2.3130 0.0687 -0.0375
C 2.5438 1.7926 -0.5990
C -0.0398 -1.4760 1.7198
C -0.3105 -1.0917 3.0228
C -0.3470 -2.0324 4.0399
C -0.1348 -3.3646 3.7014
C 0.1287 -3.7237 2.3673
C 0.1914 -2.7861 1.3398
O -2.0879 -1.2664 -6.1456
O 1.5637 -1.4377 -3.4210
H -1.8525 3.7042 -2.9482
H 2.4303 3.8353 -2.3668
H 0.3650 4.7928 -3.4674
C -3.3083 0.4552 1.1953
C -2.9068 -1.1846 -1.2272
H 3.4635 1.8873 -1.2055
H 2.6812 2.4094 0.3088
H -2.9231 1.4875 -2.0564
H -2.8700 2.4514 -0.6624
C 3.2104 0.0181 1.5172
C 3.2617 -0.9087 -1.2082
H -0.4639 -0.0449 3.2505
H -0.5360 -1.6677 5.0431
H -0.1751 -4.1214 4.4857
H 0.2882 -4.7744 2.1572
H 0.4071 -3.0666 0.2809
H 1.0167 -3.5178 -1.5656
H 0.7799 -2.3547 -3.7106
H -1.9689 -0.7274 -6.8884
H -3.0309 -1.2039 -5.9429
H 1.9598 -1.0437 -4.3867
H -4.3828 0.4783 0.9502
H -3.0955 -0.4022 1.8528
H -3.0174 1.3761 1.7303
H -4.0077 -1.0956 -1.2899
H -2.4893 -1.1766 -2.2516
H -2.6466 -2.1332 -0.7383
H 4.2233 -0.3956 -1.3807
H 3.4208 -1.8989 -0.7693
H 2.6806 -1.0435 -2.1360
H 4.2765 0.2287 1.3585
H 2.7725 0.7294 2.2309
H 3.0814 -1.0020 1.8982
F 2.2418 2.0829 4.3527
C 0.9364 2.4562 4.4512
F 0.2598 1.3646 4.9222
F 0.8335 3.4423 5.3793
C 0.4042 2.8654 3.0352
O 0.6765 1.7824 2.3088
C -1.1299 3.2702 3.1187
F -1.3157 4.4156 3.8328
F -1.6590 3.4575 1.8685
F -1.8768 2.2824 3.6978
C 1.2142 4.0724 2.4365
F 1.2359 5.1556 3.2583
F 2.5027 3.6969 2.1953
F 0.6931 4.4555 1.2282
*
```

* LUMO energy (spin up / spin down): -0.006 / -0.053 Ha
* HOMO energy (spin up / spin down): -5.151 / -7.766 eV
* expectation value of S²: 2.0054

***

DFT (wB97M-V/def2-TZVPD) results for C21H29BiN8O3S3 as an isolated structure in a non-equilibrium geometry.

Geometry as ORCA input:
```
! RIJCOSX wB97M-V def2-TZVPD def2/J DEFGRID3
* xyz 2 1
Bi 0.0960 -0.4543 0.4831
C 2.9006 2.8273 2.0986
C 2.2569 1.5504 1.7060
N 1.0891 1.5165 1.1447
N 0.3433 2.6062 1.0167
C -0.9471 2.3679 0.9460
O -1.4272 1.1673 0.9626
C -1.8496 3.5098 0.8619
C -3.2311 3.2989 0.8468
C -4.0947 4.3730 0.7805
C -3.5914 5.6663 0.7247
C -2.2188 5.8828 0.7374
C -1.3489 4.8141 0.8080
C 2.8209 0.2650 2.0966
C 4.0918 0.0957 2.6529
C 4.4353 -1.1402 3.1791
C 3.5143 -2.1805 3.1470
C 2.2936 -1.9488 2.5347
N 1.9746 -0.7717 2.0298
H 2.4366 3.6490 1.5587
H 3.9686 2.8035 1.8984
H 2.7639 2.9948 3.1689
H -3.6008 2.2867 0.8915
H -5.1611 4.2061 0.7809
H -4.2704 6.5033 0.6723
H -1.8343 6.8912 0.7044
H -0.2816 4.9636 0.8282
H 4.7991 0.9098 2.6814
H 5.4052 -1.2907 3.6286
H 3.7457 -3.1393 3.5826
H 1.5224 -2.7025 2.4553
C -2.0809 -2.1972 -2.8592
C -2.5289 -0.7519 -2.9611
S -2.1536 0.1942 -1.4155
C -1.3493 1.6701 -2.1178
C 0.0104 1.4815 -2.7629
S 1.2977 0.5883 -1.7788
C 1.7501 -0.7634 -2.9426
C 0.6314 -1.6008 -3.5275
S -0.3801 -2.4207 -2.2396
H -2.6851 -2.7278 -2.1236
H -2.1683 -2.7069 -3.8191
H -2.0615 -0.2343 -3.7948
H -3.6105 -0.7153 -3.1012
H -2.0393 2.0828 -2.8558
H -1.2868 2.3653 -1.2823
H -0.0611 0.9715 -3.7201
H 0.4471 2.4651 -2.9310
H 2.3046 -0.2754 -3.7484
H 2.4348 -1.3752 -2.3540
H -0.0453 -1.0188 -4.1522
H 1.0857 -2.3829 -4.1410
N -1.8125 -3.0724 1.8306
N -1.4650 -4.3360 1.3452
C -0.3294 -4.5094 0.6523
N -0.0012 -5.7048 0.1854
N 0.3920 -3.3961 0.4890
N 1.4670 -3.3389 -0.2469
O 1.9608 -4.2989 -0.7921
O 1.9538 -2.2025 -0.3498
H -1.7585 -3.0432 2.8461
H -2.7516 -2.8188 1.5340
H -2.0626 -5.1381 1.5339
H -0.5611 -6.5255 0.3513
H 0.8561 -5.7850 -0.3589
*
```

* LUMO energy: -0.231 Ha
* HOMO energy: -13.315 eV

***

Please write out number 1 again, unchanged.
DFT (wB97M-V/def2-TZVPD) results for one molecule with the formula C21H28N4OS in a non-equilibrium geometry.

Geometry as ORCA input:
```
! RIJCOSX wB97M-V def2-TZVPD def2/J DEFGRID3
* xyz 0 1
C 5.0795 1.8679 -1.0447
H 5.9558 1.3784 -1.4594
H 5.2461 2.9424 -1.0630
H 4.2267 1.6503 -1.6826
C 4.8105 1.4109 0.4008
N 4.7988 -0.0208 0.6292
C 6.0762 -0.6778 0.4624
C 7.0967 -0.0890 1.4342
C 7.2049 1.4159 1.2223
C 5.8208 2.0362 1.3747
H 5.8644 3.1148 1.2141
H 5.4682 1.8574 2.3921
H 7.6020 1.6230 0.2269
H 7.8905 1.8523 1.9518
H 8.0647 -0.5716 1.2868
H 6.7648 -0.2851 2.4549
H 6.4712 -0.5985 -0.5656
H 5.9342 -1.7395 0.6814
C 3.6543 -0.7713 0.1750
H 2.7657 -0.1574 0.3427
C 3.6616 -1.2566 -1.2866
C 2.4097 -2.0755 -1.6005
N 1.2061 -1.2915 -1.4868
C 0.2373 -1.5488 -0.5835
O 0.2503 -2.4985 0.1806
C -0.8687 -0.5742 -0.6280
N -0.8552 0.5006 -1.4164
N -1.9991 1.1425 -1.2182
C -2.7796 0.5081 -0.3055
C -2.0708 -0.6186 0.0962
C -2.5776 -1.6122 1.0623
H -2.0765 -2.5712 0.9450
H -2.4736 -1.2713 2.0958
S -4.3599 -1.8824 0.7406
C -4.9274 -0.2131 0.6178
C -6.2444 0.0370 0.9797
C -6.7614 1.3164 0.9138
C -5.9520 2.3656 0.5093
C -4.6456 2.1238 0.1283
C -4.1178 0.8341 0.1401
H -4.0204 2.9528 -0.1622
H -6.3376 3.3738 0.4882
H -7.7868 1.4974 1.1982
H -6.8531 -0.7866 1.3197
C -2.2774 2.3088 -2.0058
H -3.3119 2.2947 -2.3489
H -2.0930 3.2232 -1.4367
H -1.6054 2.2916 -2.8625
H 1.1066 -0.4586 -2.0470
H 2.4811 -2.4862 -2.6149
H 2.3060 -2.9008 -0.8915
H 4.5362 -1.8849 -1.4597
H 3.7147 -0.4082 -1.9702
H 3.5679 -1.6554 0.8187
H 3.8129 1.7763 0.6794
*
```

* LUMO energy: 0.022 Ha
* HOMO energy: -7.975 eV
* structure (SMILES): C[C@@H]1CCCCN1CCCNC(=O)c1nn(C)c2c1CSc1ccccc1-2